Computed, not measured: C17H30Br2IN2O6P as an isolated structure in a non-equilibrium geometry, with ωB97M-V/def2-TZVPD.

HOMO energy (eV): -9.22
E_tot (eV): -190855.337
LUMO level (eV): 0.0672
Total charge: 0

Cartesian coordinates (Å):
I1 -2.60 3.16 0.48
Br1 1.37 1.37 1.24
Br2 0.85 4.31 0.39
P1 -1.86 1.56 -3.35
O1 1.94 -2.68 4.94
O2 -2.59 2.79 -2.67
O3 -3.20 -1.22 -2.21
O4 -3.22 0.47 -0.74
O5 -0.65 2.40 -3.93
O6 2.18 -2.40 7.14
N1 -2.79 0.90 -4.40
N2 0.07 -0.27 -4.11
C1 -1.28 0.31 -2.04
C2 0.45 1.47 -0.48
C3 2.83 -0.56 5.75
C4 0.72 -2.46 1.54
C5 -2.65 -0.26 -1.73
C6 -2.23 1.05 0.14
C7 2.27 -1.93 6.04
C8 1.52 -0.24 -4.26
C9 1.72 3.10 -1.99
C10 0.75 -3.13 2.91
C11 -2.61 0.47 1.50
C12 0.95 -2.14 4.06
C13 -0.39 -0.84 -0.02
C14 -0.86 0.60 -0.50
C15 0.54 2.95 -1.01
C16 -0.40 -0.71 -2.79
C17 -0.33 -1.34 1.43
H1 1.39 3.53 -2.93
H2 0.02 -2.01 4.63
H3 1.61 -3.80 2.95
H4 -1.85 0.69 2.24
H5 0.46 -3.21 0.78
H6 1.14 0.91 -1.12
H7 3.10 -0.09 6.69
H8 0.50 -0.96 -2.22
H9 2.48 3.77 -1.60
H10 3.72 -0.67 5.12
H11 -2.77 -0.60 1.41
H12 1.99 0.16 -3.36
H13 2.22 2.15 -2.18
H14 -3.54 0.94 1.82
H15 0.10 1.83 -4.13
H16 0.63 -0.95 -0.39
H17 1.71 -2.05 1.30
H18 1.80 0.42 -5.09
H19 -0.96 -1.60 -0.56
H20 1.96 -1.22 -4.47
H21 -0.39 3.31 -1.44
H22 -0.15 -0.57 2.17
H23 -0.13 -3.74 3.07
H24 -2.91 -0.10 -4.32
H25 2.10 0.06 5.23
H26 -1.29 -1.80 1.70
H27 -0.96 -1.64 -2.87
H28 1.28 -1.18 3.67
H29 -3.51 2.53 -2.53
H30 -0.33 -0.83 -4.85



Computed, not measured: C32H44N7O4S2Si2Ti as an isolated structure in a non-equilibrium geometry, with ωB97M-V/def2-TZVPD.

HOMO energy (spin up / spin down) (eV): -2.14 / -2.25
E_tot (eV): -113067.234
Relative energy (zero: lowest compared OMol25 entry of this formula, charge and spin) (kcal/mol): 25.6
2S+1: 2
LUMO level (spin up / spin down) (eV): 3.7381 / 3.7374
Total charge: -2

Cartesian coordinates (Å):
Ti1 -0.42 0.20 0.79
S1 1.87 -0.81 0.46
S2 -1.05 -2.08 -0.81
Si1 -3.47 0.97 -1.32
Si2 -2.16 3.17 0.25
O1 -0.72 1.72 7.59
O2 -2.81 0.89 7.43
O3 1.71 2.66 3.05
O4 0.66 1.70 1.31
N1 -3.56 -4.91 3.01
N2 -1.30 0.90 2.69
N3 -1.86 -3.37 3.06
N4 1.93 1.47 -1.74
N5 -0.59 -1.57 1.94
N6 -3.24 -3.57 1.13
N7 0.67 -0.89 -3.02
C1 -2.00 -2.18 -5.29
C2 3.04 1.40 -0.83
C3 -3.13 1.02 -3.18
C4 -2.45 4.37 -1.21
C5 5.26 1.32 0.84
C6 -3.62 3.25 1.46
C7 -0.33 1.46 3.42
C8 -1.55 1.15 5.45
C9 -2.79 -2.86 -4.38
C10 -2.41 0.48 3.31
C11 3.08 0.43 0.19
C12 -1.71 1.26 6.99
C13 -0.40 1.59 4.79
C14 -2.47 -2.84 -3.03
C15 4.22 0.43 1.01
C16 -1.91 1.42 -0.39
C17 2.26 1.00 -3.08
C18 -4.98 2.11 -1.11
C19 -4.37 -0.66 -0.94
C20 0.81 1.99 2.57
C21 -1.36 -2.14 -2.54
C22 5.21 2.27 -0.17
C23 1.12 0.26 -3.77
C24 -0.84 4.16 1.17
C25 -2.57 0.60 4.68
C26 -0.87 -1.52 -4.83
C27 -1.18 -2.42 2.45
C28 -2.85 -3.91 2.37
C29 4.09 2.29 -0.99
C30 -0.53 -1.50 -3.48
C31 1.27 2.76 -1.76
C32 1.70 -1.89 -2.80
H1 -1.52 4.46 -1.77
H2 -3.68 -3.39 -4.71
H3 -5.26 -0.45 -0.36
H4 -3.11 -3.34 -2.32
H5 0.15 4.15 0.72
H6 1.88 3.55 -2.23
H7 -1.13 1.49 -1.18
H8 -3.26 3.61 2.43
H9 -1.21 5.19 1.17
H10 -2.71 1.99 -3.46
H11 -3.39 -4.93 4.01
H12 -4.07 2.28 1.63
H13 -2.71 5.36 -0.84
H14 -4.83 3.18 -1.27
H15 -2.62 -3.02 0.51
H16 -4.05 0.86 -3.74
H17 4.02 3.03 -1.78
H18 -2.42 0.24 -3.47
H19 -3.75 -1.38 -0.41
H20 -5.44 1.99 -0.13
H21 -4.53 -4.98 2.76
H22 -4.40 3.93 1.12
H23 3.15 0.37 -3.02
H24 -2.25 -2.17 -6.35
H25 1.04 3.05 -0.74
H26 -3.21 4.06 -1.92
H27 1.49 -0.01 -4.78
H28 -3.47 0.28 5.18
H29 1.28 -2.72 -2.24
H30 6.01 2.98 -0.31
H31 6.11 1.28 1.51
H32 -0.23 -1.01 -5.54
H33 -4.67 -1.12 -1.89
H34 -0.73 3.87 2.21
H35 -5.70 1.75 -1.85
H36 2.51 -1.49 -2.20
H37 2.53 1.85 -3.73
H38 4.26 -0.30 1.80
H39 0.41 2.03 5.35
H40 -3.17 0.03 2.68
H41 0.27 0.93 -3.90
H42 0.33 2.69 -2.32
H43 -3.83 -4.23 0.64
H44 2.10 -2.26 -3.77



Computed, not measured: a 2-piece molecular cluster, C6H15ClNO2 overall in a non-equilibrium geometry, with ωB97M-V/def2-TZVPD.

HOMO energy (eV): -3.73
E_tot (eV): -24572.417
Relative energy (zero: lowest compared OMol25 entry of this formula, charge and spin) (kcal/mol): 30.2
LUMO level (eV): 2.8442
Total charge: -1

Cartesian coordinates (Å):
Cl1 -0.96 3.81 3.93
O1 1.21 -1.44 -0.54
O2 -0.31 1.45 -0.20
N1 -1.90 -0.55 0.20
C1 -1.61 0.31 1.40
C2 -1.07 -1.77 0.28
C3 -0.18 1.06 1.25
C4 2.06 -1.30 -1.67
C5 0.67 2.37 -0.71
C6 -0.07 -1.93 -0.83
H1 0.87 3.21 -0.05
H2 0.26 2.74 -1.65
H3 -0.47 -1.55 -1.77
H4 0.69 0.41 1.31
H5 -1.62 -0.29 2.31
H6 0.07 -3.01 -0.83
H7 0.09 1.82 1.99
H8 -1.70 -2.65 0.17
H9 -0.58 -1.95 1.23
H10 1.52 1.73 -0.98
H11 -2.34 1.10 1.58
H12 1.70 -0.63 -2.45
H13 2.98 -0.81 -1.34
H14 2.29 -2.25 -2.15
H15 -1.59 0.11 -0.50



Computed, not measured: C2H4AlO4S as an isolated structure in a non-equilibrium geometry, with ωB97M-V/def2-TZVPD.

HOMO energy (eV): -14.95
E_tot (eV): -27751.765
LUMO level (eV): -7.3969
Total charge: +1

Cartesian coordinates (Å):
S1 -0.20 -1.53 -0.22
Al1 1.66 0.22 -0.43
O1 1.24 -1.59 -0.82
O2 -0.09 0.08 0.28
O3 -1.22 -1.57 -1.30
O4 2.10 1.30 0.86
C1 0.49 0.52 1.91
C2 1.88 0.98 2.19
H1 2.51 0.22 2.69
H2 0.30 -0.33 2.58
H3 -0.45 1.04 2.13
H4 1.86 1.94 2.74



Computed, not measured: C6H9NS as an isolated structure in a non-equilibrium geometry, with ωB97M-V/def2-TZVPD.

HOMO energy (eV): -8.86
E_tot (eV): -18690.531
Relative energy (zero: lowest compared OMol25 entry of this formula, charge and spin) (kcal/mol): 61.8
LUMO level (eV): 0.8185
Total charge: 0

Cartesian coordinates (Å):
S1 -1.98 0.54 0.11
N1 1.52 -0.64 -0.86
C1 0.92 0.40 0.09
C2 -0.42 0.17 -0.74
C3 1.45 1.81 0.20
C4 0.12 -1.62 0.82
C5 0.72 -0.50 1.27
C6 0.13 -1.26 -0.72
H1 1.50 -0.14 -1.76
H2 -0.34 0.73 -1.66
H3 0.91 -0.32 2.34
H4 0.74 2.40 0.80
H5 -0.31 -2.55 1.23
H6 -2.78 -0.21 -0.73
H7 1.63 2.20 -0.79
H8 2.38 1.82 0.77
H9 -0.15 -2.07 -1.43



Computed, not measured: a 3-piece molecular cluster, C3H14NO2S2 overall in a non-equilibrium geometry, with ωB97M-V/def2-TZVPD.

HOMO energy (eV): -13.23
E_tot (eV): -30587.336
Relative energy (zero: lowest compared OMol25 entry of this formula, charge and spin) (kcal/mol): 19.8
LUMO level (eV): -2.9769
Total charge: +1

Cartesian coordinates (Å):
S1 1.44 0.10 2.68
S2 3.12 1.09 1.92
O1 2.58 -0.66 -2.32
O2 -5.49 1.52 0.05
N1 1.38 -1.06 -0.14
C1 -0.91 -0.37 -0.71
C2 0.02 -0.73 0.46
C3 0.10 0.42 1.44
H1 -6.43 1.70 -0.08
H2 -1.92 -0.83 -0.65
H3 3.52 -0.82 -2.48
H4 -1.09 0.70 -0.82
H5 0.22 1.36 0.86
H6 2.03 -0.29 -0.35
H7 3.07 2.30 2.47
H8 -5.36 0.63 -0.30
H9 2.30 -0.07 -3.03
H10 -0.81 0.52 2.06
H11 1.23 -1.71 -0.90
H12 1.95 -1.48 0.62
H13 -0.53 -0.70 -1.71
H14 -0.42 -1.63 0.92



Computed, not measured: C20H35NSi2Ti as an isolated structure in a non-equilibrium geometry, with ωB97M-V/def2-TZVPD.

HOMO energy (spin up / spin down) (eV): -5.41 / -5.58
E_tot (eV): -61664.475
2S+1: 3
LUMO level (spin up / spin down) (eV): 0.2751 / 0.2034
Total charge: 0

Cartesian coordinates (Å):
Ti1 0.78 -1.01 -0.19
Si1 1.25 -2.12 2.03
Si2 -1.77 -0.65 1.79
N1 1.55 0.75 0.36
C1 1.33 2.91 2.04
C2 2.44 -2.40 0.57
C3 -0.52 -0.50 -2.55
C4 0.59 1.76 2.30
C5 -1.49 2.62 -2.74
C6 0.35 -3.71 2.41
C7 -2.31 1.36 -2.80
C8 -2.12 -0.84 3.62
C9 1.52 0.95 -3.46
C10 0.09 -0.69 1.61
C11 2.20 2.94 0.95
C12 -0.26 2.81 -3.25
C13 0.77 0.67 1.47
C14 2.26 1.86 0.08
C15 -2.66 -1.95 0.78
C16 0.93 -0.29 -2.73
C17 -1.62 0.08 -3.34
C18 -2.45 1.00 1.21
C19 0.55 1.91 -4.14
C20 2.32 -1.62 3.47
H1 -3.31 1.27 1.84
H2 -1.39 0.20 -4.41
H3 -2.41 -0.69 -3.32
H4 2.86 1.83 -0.83
H5 -2.79 0.94 0.17
H6 2.98 -2.46 3.70
H7 -0.35 -3.57 3.24
H8 1.30 -1.17 -3.30
H9 -2.72 -1.66 -0.27
H10 -0.07 1.36 -4.85
H11 1.68 -1.38 4.33
H12 -3.21 1.54 -3.42
H13 -0.76 -1.50 -2.14
H14 -1.51 -0.14 4.22
H15 2.21 0.58 -4.22
H16 3.44 -2.11 0.94
H17 -3.17 -0.61 3.81
H18 -3.69 -2.02 1.17
H19 1.22 3.78 2.68
H20 -1.92 -1.86 3.97
H21 -2.20 -2.94 0.86
H22 1.52 -0.30 -1.68
H23 -1.95 3.45 -2.19
H24 -2.69 1.15 -1.79
H25 -1.71 1.80 1.29
H26 2.94 -0.74 3.23
H27 1.13 -4.42 2.70
H28 1.18 2.59 -4.75
H29 2.17 1.50 -2.76
H30 2.41 -3.48 0.42
H31 -0.19 -4.10 1.53
H32 0.22 3.78 -3.07
H33 2.83 3.80 0.75
H34 -0.14 1.68 3.11
H35 2.38 -1.95 -0.47



Computed, not measured: one molecule with the formula C8H11N3O2S2 in a non-equilibrium geometry, with ωB97M-V/def2-TZVPD.

SMILES string: CN(C)S(=O)(=O)N1SNc2ccccc21
HOMO energy (spin up / spin down) (eV): -7.20 / -7.20
E_tot (eV): -38706.206
Relative energy (zero: lowest compared OMol25 entry of this formula, charge and spin) (kcal/mol): 21.0
LUMO level (spin up / spin down) (eV): -0.6121 / -0.6169
Total charge: 0

Cartesian coordinates (Å):
S1 1.13 0.64 0.58
S2 -0.67 2.44 -0.99
O1 0.46 -0.29 1.43
O2 1.36 1.98 1.03
N1 -2.12 2.25 -0.06
N2 -0.35 0.89 -0.97
N3 2.72 -0.17 0.41
C1 -3.51 0.30 0.57
C2 2.62 -1.36 -0.38
C3 -1.34 0.09 -0.51
C4 -2.56 -1.83 -0.03
C5 -1.44 -1.29 -0.60
C6 -3.56 -1.01 0.59
C7 3.78 0.73 -0.06
C8 -2.41 0.91 0.03
H1 2.47 -1.12 -1.45
H2 -0.55 -1.86 -1.01
H3 4.83 0.29 -0.04
H4 -4.37 -1.48 1.08
H5 -2.39 3.08 0.61
H6 3.83 1.67 0.43
H7 3.58 1.02 -1.03
H8 3.61 -1.84 -0.47
H9 -4.36 0.87 0.90
H10 -2.63 -2.95 -0.11
H11 1.86 -1.97 0.06



Computed, not measured: one molecule with the formula C5H8O2, with ωB97M-V/def2-TZVPD.

SMILES string: CC(=O)C1(O)CC1
HOMO energy (eV): -9.63
E_tot (eV): -9408.751
Relative energy (zero: lowest compared OMol25 entry of this formula, charge and spin) (kcal/mol): 24.9
LUMO level (eV): 0.9286
Total charge: 0

Cartesian coordinates (Å):
O1 0.20 1.96 -0.87
O2 -1.53 1.36 0.96
C1 1.41 -0.17 -0.68
C2 -0.71 -0.81 1.56
C3 -0.73 0.47 0.74
C4 0.16 -0.48 -1.43
C5 0.18 0.65 -0.42
H1 1.79 -0.88 0.05
H2 -0.56 2.38 -0.43
H3 -1.73 -1.04 1.89
H4 -0.40 -1.38 -1.19
H5 0.09 -0.19 -2.47
H6 2.17 0.41 -1.20
H7 -0.27 -1.67 1.05
H8 -0.13 -0.61 2.47



Computed, not measured: a 2-piece molecular cluster, C4H10OS overall in a non-equilibrium geometry, with ωB97M-V/def2-TZVPD.

SMILES string: C=CO.CSC
HOMO energy (eV): -8.57
E_tot (eV): -17189.488
Relative energy (zero: lowest compared OMol25 entry of this formula, charge and spin) (kcal/mol): 77.0
LUMO level (eV): 0.7051
Total charge: 0

Cartesian coordinates (Å):
S1 1.01 1.52 -0.59
O1 -2.24 -1.50 1.96
C1 -2.09 -0.96 0.67
C2 0.53 -0.22 -1.30
C3 -2.31 0.40 0.55
C4 2.79 1.04 -0.20
H1 0.71 -0.93 -0.47
H2 2.65 0.38 0.71
H3 -1.43 -1.59 -0.08
H4 -1.78 1.37 0.18
H5 -1.58 -2.19 1.93
H6 -3.08 0.69 1.32
H7 1.10 -0.40 -2.22
H8 3.21 2.00 0.07
H9 -0.66 -0.04 -1.55
H10 3.17 0.44 -0.98



Computed, not measured: a 2-piece molecular cluster, C37H44N3O2S overall in a non-equilibrium geometry, with ωB97M-V/def2-TZVPD.

HOMO energy (eV): -8.90
E_tot (eV): -58475.092
LUMO level (eV): -4.2280
Total charge: +1

Cartesian coordinates (Å):
S1 1.44 0.43 1.65
O1 -5.74 -0.57 -5.14
O2 -1.00 1.77 2.56
N1 0.56 -1.05 3.54
N2 -3.84 -1.31 -2.25
N3 -5.49 -2.19 -3.51
C1 0.10 -0.21 2.57
C2 -1.12 -5.12 3.31
C3 -3.52 2.03 -5.06
C4 -3.97 -3.82 -2.51
C5 -0.96 -6.30 4.22
C6 -2.56 -3.45 2.31
C7 -5.19 -1.01 -4.13
C8 1.94 -1.16 3.60
C9 -2.84 -0.10 4.30
C10 -1.16 0.40 2.49
C11 -5.66 -2.59 -1.09
C12 -1.45 -2.85 1.65
C13 -4.79 3.72 -6.23
C14 -0.03 -4.58 2.62
C15 -4.34 1.05 -2.88
C16 -5.54 2.93 -4.07
C17 -2.65 -1.93 -0.24
C18 -6.52 -3.06 -4.02
C19 -5.12 -0.59 3.68
C20 -4.04 -0.37 -3.35
C21 -0.18 -3.45 1.82
C22 -3.55 0.11 1.99
C23 2.57 -2.06 4.61
C24 -2.38 -4.54 3.15
C25 -4.72 -2.49 -2.31
C26 -0.34 -1.74 4.45
C27 -3.70 2.85 -6.17
C28 -1.67 -1.74 0.73
C29 2.56 -0.30 2.74
C30 -2.51 0.04 2.93
C31 3.99 0.07 2.75
C32 -1.19 2.69 1.47
C33 -5.72 3.76 -5.18
C34 -4.13 -0.48 4.65
C35 -2.89 -1.09 -1.32
C36 -4.84 -0.27 2.35
C37 -4.47 2.03 -4.03
H1 0.66 -3.05 1.25
H2 -0.87 -1.01 0.56
H3 -3.25 -2.85 -0.18
H4 0.95 -5.06 2.69
H5 -2.28 -0.19 -1.47
H6 -6.34 -3.43 -1.22
H7 -0.32 2.64 0.81
H8 -7.25 -3.28 -3.23
H9 -1.79 -7.01 4.08
H10 -6.57 4.43 -5.22
H11 -3.24 -3.99 -1.72
H12 -5.62 -0.31 1.58
H13 -3.56 -3.04 2.15
H14 -0.95 -6.01 5.27
H15 -6.10 -4.01 -4.36
H16 -4.35 -0.67 5.71
H17 -0.57 -1.11 5.32
H18 -3.44 -3.80 -3.47
H19 3.66 -2.01 4.47
H20 -2.07 0.10 5.04
H21 -2.66 1.36 -4.98
H22 -5.27 1.04 -2.30
H23 -5.10 -2.74 -0.16
H24 -1.25 -2.02 3.93
H25 -4.69 -4.64 -2.51
H26 4.26 0.60 1.83
H27 4.63 -0.82 2.84
H28 -0.02 -6.83 4.01
H29 -3.53 1.38 -2.21
H30 4.23 0.73 3.60
H31 -6.23 -1.66 -0.99
H32 2.27 -3.11 4.47
H33 -4.92 4.37 -7.10
H34 -6.13 -0.90 3.96
H35 -1.24 3.67 1.95
H36 -3.14 -0.37 -4.00
H37 -3.24 -4.97 3.67
H38 2.35 -1.77 5.64
H39 -7.03 -2.57 -4.85
H40 -3.31 0.43 0.97
H41 -2.98 2.80 -6.99
H42 -2.12 2.48 0.92
H43 -6.25 2.94 -3.24
H44 0.14 -2.66 4.81



Computed, not measured: a 2-piece molecular cluster, C4H9OP overall in a non-equilibrium geometry, with ωB97M-V/def2-TZVPD.

SMILES string: [H]/P=C(\C)O.C=C
HOMO energy (eV): -8.22
E_tot (eV): -15626.726
Relative energy (zero: lowest compared OMol25 entry of this formula, charge and spin) (kcal/mol): 67.1
LUMO level (eV): 0.5385
Total charge: 0

Cartesian coordinates (Å):
P1 0.82 0.00 -2.76
O1 1.58 -1.98 -1.08
C1 1.47 -0.65 -1.27
C2 1.95 0.09 -0.05
C3 -1.84 0.65 1.70
C4 -2.91 0.23 0.99
H1 1.17 0.86 0.24
H2 -1.35 1.74 1.73
H3 1.91 -2.42 -1.86
H4 0.44 1.22 -2.29
H5 -3.34 -0.66 1.31
H6 2.20 -0.50 0.80
H7 -3.51 0.69 0.26
H8 -1.61 0.17 2.64
H9 3.01 0.56 -0.36



Computed, not measured: a 2-piece molecular cluster, C14H27BClF4NO4Si overall in a non-equilibrium geometry, with ωB97M-V/def2-TZVPD.

SMILES string: CB(O)[Si@@](F)(CCCCl)CCCCNC(C)=O.CCOC(=O)C(F)(F)F
HOMO energy (eV): -9.19
E_tot (eV): -56586.406
LUMO level (eV): 0.2855
Total charge: 0

Cartesian coordinates (Å):
Cl1 -1.93 -4.81 -2.97
Si1 -1.71 -1.88 1.16
F1 4.28 1.13 -2.50
F2 6.03 0.15 -1.71
F3 4.29 0.42 -0.47
F4 -0.20 -1.36 1.45
O1 5.61 3.31 -1.65
O2 6.07 2.23 0.27
O3 -2.97 -4.16 2.70
O4 -0.49 3.62 -1.41
N1 -1.23 1.47 -1.11
C1 -2.56 1.68 -1.70
C2 -3.58 -0.15 -0.27
C3 -2.84 -4.87 -1.42
C4 1.14 1.85 -1.57
C5 -2.81 -0.35 1.06
C6 5.60 2.34 -0.96
C7 -0.25 2.42 -1.38
C8 -3.66 1.33 -0.70
C9 5.03 0.98 -1.42
C10 -1.64 -2.88 -0.42
C11 -3.00 -3.47 -0.85
C12 -1.88 -2.38 4.20
C13 5.60 4.35 1.38
C14 6.66 3.42 0.82
B1 -2.27 -2.96 2.79
H1 1.39 1.25 -0.70
H2 -3.79 -5.33 -1.66
H3 1.85 2.65 -1.71
H4 -0.95 -3.71 -0.24
H5 -4.64 1.54 -1.14
H6 1.12 1.18 -2.43
H7 -2.67 2.72 -2.00
H8 -3.54 1.95 0.20
H9 -2.74 -1.87 4.63
H10 -2.16 0.51 1.24
H11 -3.72 -3.50 -0.03
H12 7.32 3.07 1.62
H13 -2.28 -5.51 -0.75
H14 -3.12 -0.71 -1.08
H15 -2.69 1.02 -2.55
H16 7.28 3.91 0.07
H17 -1.52 -3.18 4.85
H18 4.98 3.83 2.10
H19 -1.21 -2.31 -1.25
H20 -3.73 -4.04 2.14
H21 4.95 4.72 0.58
H22 -3.54 -0.34 1.87
H23 6.07 5.20 1.86
H24 -1.09 -1.64 4.09
H25 -0.89 0.53 -1.24
H26 -4.58 -0.55 -0.13
H27 -3.38 -2.85 -1.66